The following is a quantum chemistry calculation of C25H18BCl3F9IN4O3STeTi as an isolated structure, from OMol25.

Its spin multiplicity is 2. As for the charge: -1.

CARTESIAN COORDINATES (ANGSTROEM)
Ti  0.43685  0.83901  -0.17629
C  4.66380  -1.98815  -1.53952
C  3.76549  -1.74257  -2.71152
N  4.03962  -2.36532  -3.84962
C  3.23090  -2.16387  -4.89488
C  2.08868  -1.39458  -4.84687
C  1.19634  -1.31072  -6.05360
O  -0.11172  -1.84736  -5.82831
C  1.76383  -0.76046  -3.63552
C  0.42509  -0.15322  -3.50034
N  -0.19501  -0.35687  -2.41808
C  -1.60297  0.52290  -0.74316
C  -1.39800  2.38162  -2.34241
C  -3.48740  1.87958  -2.62343
C  -4.41627  1.36649  -1.57914
C  -4.12841  0.67748  -0.44043
C  -2.86777  0.19828  -0.03247
I  -2.88157  -1.50395  1.14881
C  2.65596  -0.87794  -2.57311
O  2.50467  -0.23986  -1.38785
H  5.34508  -2.80013  -1.78497
H  4.07737  -2.23060  -0.64993
H  5.24139  -1.09141  -1.30116
H  3.49591  -2.67320  -5.82025
H  1.68469  -1.82452  -6.88542
H  1.03353  -0.27808  -6.36519
H  -0.00763  -2.71750  -5.42790
H  -0.02132  0.32230  -4.37477
H  -0.48137  2.80605  -2.74306
H  -4.05786  2.04929  -3.53487
H  -5.45651  1.65176  -1.71466
H  -4.96893  0.41225  0.19342
S  -1.44737  4.00468  2.52511
C  -0.03202  3.43309  3.31264
C  0.61708  2.48231  2.59007
C  -0.03735  2.17765  1.36018
C  -1.16026  2.95031  1.19603
C  -1.79601  2.94167  -0.09395
C  -2.67371  3.67067  -0.78788
C  -2.68212  3.20740  -2.22050
C  -2.11626  1.18657  -2.97585
C  -1.58851  -0.00350  -2.17355
N  -1.20940  1.93040  -0.94147
H  0.24122  3.83267  4.28141
H  1.54375  2.01133  2.90329
H  -3.25963  4.48556  -0.38201
H  -2.80634  4.00879  -2.94651
H  -1.99782  1.08702  -4.05450
H  -2.16466  -0.92523  -2.24088
F  3.33874  2.88401  0.37766
Te  3.18812  1.71904  -1.11094
F  4.81292  1.06747  -0.48015
F  3.70328  3.36479  -1.88179
F  2.27998  0.80874  0.62621
F  3.88402  1.27640  -2.83518
O  1.37881  2.07301  -1.37996
F  0.51013  -2.62432  -0.40153
B  0.82793  -2.26020  0.89650
F  0.31114  -0.81222  1.05594
F  2.18909  -2.21238  1.13839
F  0.12750  -2.97707  1.86073
Cl  -0.53213  -2.38975  5.08256
C  0.10852  -0.75088  4.87082
Cl  0.42717  -0.02294  6.47154
Cl  1.58374  -0.78117  3.91222
C  -0.89203  0.06515  4.18898
N  -1.68165  0.70073  3.64978

---

The following is a quantum chemistry calculation of a 2-piece molecular cluster, CN4S2 overall at a distorted geometry, from OMol25.

As for the charge: -2.

CARTESIAN COORDINATES (ANGSTROEM)
C  -2.81899  0.46250  -0.08697
N  -1.67257  0.59859  -0.22513
N  1.63250  -2.02101  0.07705
N  1.95914  -0.91837  0.05072
N  2.02154  0.25694  -0.00044
S  3.30678  1.31974  0.06180
S  -4.42841  0.30161  0.12297

---

The following is a quantum chemistry calculation of one molecule with the formula C3H8NOP at a distorted geometry, from OMol25.

As for the charge: 0. The structure (SMILES) is C=CO[PH2]=NC.

CARTESIAN COORDINATES (ANGSTROEM)
C  -1.88000  -0.45347  -0.28570
C  2.15232  0.02110  -0.13520
C  -1.44679  -1.57443  0.25319
N  0.63724  0.04982  0.08021
O  -1.70303  0.82572  0.15576
P  -0.17695  1.36209  0.10569
H  -2.41610  -0.60986  -1.22105
H  2.49130  -0.27538  -1.07347
H  2.68791  1.08256  0.07264
H  2.44508  -0.57713  0.66262
H  -1.02895  -1.58800  1.30626
H  -1.54673  -2.59965  -0.15617
H  -0.18653  2.11968  -0.95493
H  -0.02877  2.21695  1.19015

---

The following is a quantum chemistry calculation of a 10-piece molecular cluster, C39H74NO6S6 overall at a distorted geometry, from OMol25.

As for the charge: +1.

CARTESIAN COORDINATES (ANGSTROEM)
C  11.31600  12.45100  22.67800
C  12.72600  12.29900  23.29600
C  13.35400  13.48000  23.56300
C  14.77800  13.39700  23.77300
N  15.47500  14.70400  24.15600
C  15.21800  15.75700  23.19000
C  16.30400  16.81500  23.17900
C  17.53800  16.08600  23.72000
C  16.99700  14.61700  23.93800
C  15.22000  15.05500  25.52100
H  10.37200  12.97900  23.10000
H  10.91500  11.50700  22.09800
H  11.29500  12.87000  21.78900
H  13.40000  11.53100  22.75600
H  12.65200  11.67900  24.20500
H  12.96500  13.98900  24.56200
H  13.09800  14.29500  22.79300
H  15.20200  12.85900  23.02200
H  14.94300  12.73300  24.76800
H  14.41300  16.44700  23.43300
H  15.15400  15.33700  22.13500
H  16.01900  17.70100  23.89000
H  16.39200  17.24800  22.15400
H  18.08100  16.25700  24.61600
H  18.20400  16.15000  22.83900
H  17.52500  14.13200  24.66600
H  17.11600  13.98900  22.99500
H  15.79000  15.94900  25.58500
H  15.51400  14.46100  26.20500
H  14.16600  15.10700  25.70300
C  20.51000  18.75200  26.30700
S  18.99700  19.83900  25.92900
O  17.72300  18.88200  25.82200
C  18.85000  20.62900  27.54200
H  21.46700  19.35500  26.21100
H  20.67600  18.32200  25.38700
H  20.37800  18.00000  26.99700
H  18.71900  19.76200  28.33700
H  17.98800  21.12900  27.50500
H  19.65500  21.15600  27.72400
C  10.88600  15.28100  27.78200
S  11.55200  13.69900  27.95200
O  12.05900  13.38000  26.51000
C  13.08300  13.90500  28.87000
H  10.15200  15.28400  26.94100
H  11.61200  15.91900  27.50300
H  10.33700  15.73100  28.63800
H  13.40300  14.84400  29.01200
H  13.97300  13.77400  28.38100
H  13.09100  13.43000  29.91600
C  17.17200  8.93200  23.01500
S  17.61900  10.54800  22.47600
O  17.14600  11.57300  23.51500
C  19.24300  10.50900  23.03400
H  16.75100  9.04800  24.06000
H  17.89000  8.29400  22.82000
H  16.19700  8.87900  22.49000
H  19.78000  9.47000  22.76300
H  19.39900  10.42400  24.16500
H  20.04900  11.15500  22.64500
C  10.82600  16.67900  22.90100
S  11.49300  16.71300  21.25200
O  12.90500  16.05200  21.38100
C  10.39100  15.62300  20.51600
H  9.72000  16.99000  23.16500
H  11.45900  17.17300  23.61300
H  10.77800  15.62100  23.26200
H  10.52600  15.66100  19.59600
H  9.33000  15.73600  20.57800
H  10.40500  14.52100  20.77100
C  17.28200  10.01500  26.86700
S  18.13000  11.61100  26.78300
O  17.03700  12.72600  27.08900
C  19.05600  11.35400  28.28000
H  18.12500  9.29300  26.73400
H  16.40700  10.06500  26.26600
H  17.01800  9.82100  27.88500
H  19.68600  10.48600  28.19600
H  18.35100  11.28800  29.05900
H  19.53200  12.28200  28.43400
C  18.71500  14.49500  18.17000
S  19.03900  15.60000  19.60900
O  17.67200  15.84500  20.27100
C  19.66400  14.39500  20.73500
H  17.92900  13.73400  18.54000
H  19.62000  14.15400  17.52100
H  18.32100  15.14900  17.41200
H  18.94200  13.51700  20.82000
H  19.90700  14.81900  21.60300
H  20.63900  14.41000  20.48100
C  21.00900  14.81900  27.64800
C  20.19500  14.60500  26.39400
C  20.74400  13.71600  25.40800
C  21.85600  12.88300  25.62700
C  22.57000  13.10100  26.83600
C  22.13800  14.13900  27.86100
H  20.64100  15.67400  28.33600
H  19.24600  15.26300  26.05400
H  20.22700  13.57000  24.51100
H  22.15700  12.26300  24.77900
H  23.56100  12.65900  26.54700
H  22.66400  14.32200  28.77100
C  16.04100  21.48400  22.38100
C  14.83200  22.39300  22.24200
C  13.50500  21.79600  22.04500
C  13.48300  20.45700  21.95900
C  14.44300  19.57300  21.98600
C  15.88600  20.11200  22.13600
H  17.06500  21.96600  22.70500
H  14.97100  23.35500  22.29200
H  12.64400  22.51500  21.94900
H  12.52600  19.87200  22.01200
H  14.24200  18.49100  22.02000
H  16.77400  19.55200  22.36100
C  14.45400  10.63200  18.75000
C  15.85800  11.04800  18.99800
C  16.10500  12.19900  19.70100
C  15.19300  13.21600  19.82300
C  13.83000  12.88900  19.34100
C  13.40400  11.49100  18.90500
H  14.31600  9.58000  18.29000
H  16.60200  10.42100  18.82600
H  17.20900  12.52100  20.02300
H  15.51800  13.97400  20.19100
H  13.13200  13.71900  19.54800
H  12.44700  11.03500  18.72600

---

The following is a quantum chemistry calculation of a 2-piece molecular cluster, C4H7NO overall at a distorted geometry, from OMol25.

As for the charge: 0. The structure (SMILES) is CCC=O.C#N.

CARTESIAN COORDINATES (ANGSTROEM)
C  1.73181  -0.04437  0.28665
C  -0.12412  0.29957  -0.80813
C  0.32770  -0.71119  0.17946
N  -2.54837  -0.70563  0.61278
C  -2.69380  0.38211  0.24086
O  -0.56606  1.38866  -0.51814
H  2.13397  0.54980  -0.56960
H  1.68190  0.68615  1.09687
H  2.41961  -0.85323  0.44792
H  0.35650  0.09339  -1.78696
H  0.30674  -1.75164  -0.19526
H  -0.20378  -0.70664  1.14001
H  -2.82209  1.37302  -0.12646

---

The following is a quantum chemistry calculation of a 2-piece molecular cluster, C4H9FNO4S overall at a distorted geometry, from OMol25.

As for the charge: +1.

CARTESIAN COORDINATES (ANGSTROEM)
C  -0.81677  2.47889  0.43826
C  -1.06428  1.39221  0.87791
N  -1.16458  0.08790  1.35811
C  -0.99127  -0.87385  0.26621
O  0.16192  -0.58631  -0.50959
C  0.76784  -1.79129  -1.01557
S  -0.04895  -0.14226  2.63476
O  -0.57362  -1.05934  3.58414
O  0.32818  1.14022  3.12644
F  1.21872  -0.81009  1.96127
H  -0.45498  3.40135  0.04275
H  -0.93212  -1.89666  0.64765
H  -1.86314  -0.77308  -0.38848
H  0.04155  -2.35782  -1.60972
H  1.05116  -2.43053  -0.17230
H  1.64208  -1.51889  -1.60616
O  0.88974  1.48841  -2.43864
H  0.81665  0.87894  -1.65952
H  0.40116  2.31915  -2.27730
H  0.59070  1.05305  -3.26024

---

The following is a quantum chemistry calculation of a 2-piece molecular cluster, C4H13NO3 overall at a distorted geometry, from OMol25.

As for the charge: 0. The structure (SMILES) is OCCCNCO.O.

CARTESIAN COORDINATES (ANGSTROEM)
C  -0.59551  0.63118  -0.26216
C  -1.41007  -0.05751  0.85007
C  -0.41676  -0.88598  1.71837
O  0.47153  -0.39617  2.62059
N  0.84564  0.21516  -0.32393
C  1.84896  1.14273  -0.42735
O  1.84960  1.97803  -1.65492
H  -1.06551  0.58952  -1.31025
H  -0.67738  1.72101  -0.16726
H  -2.12784  -0.73244  0.41606
H  -1.86922  0.81656  1.42319
H  -1.05079  -1.59293  2.29077
H  0.13754  -1.60287  1.08476
H  0.83440  0.40361  2.21057
H  0.98194  -0.74327  -0.90466
H  1.60861  1.90703  0.30938
H  2.90929  0.76331  -0.47939
H  1.04401  2.55593  -1.86605
H  -0.62794  -1.94170  -2.40219
H  -1.81219  -2.31513  -1.45447
O  -0.87830  -2.45606  -1.67113

---

Computed values of relative energy (zero: lowest compared OMol25 entry of this formula, charge and spin) (unit: kJ/mol) for the preceding records, in sequence: 809.6 0.0 296.7 43.1 244.7 0.0 312.2.
Computed values of total energy (unit: Eh) for the preceding records, in sequence: -5526.0838 -1053.4559 -590.3403 -4424.7289 -286.5384 -1011.1513 -440.5963.